*w*
Here is a single C4H6ClNOS molecule from OMol25. Energies are from the ωB97M-V functional and the def2-TZVPD basis.

Geometry (Å):
O  2.457  -1.539  -0.283
C  1.327  -1.354  0.075
N  0.724  -0.086  0.201
C  1.472  1.031  -0.074
S  0.980  2.569  -0.019
C  -0.665  0.013  0.619
C  -1.599  0.161  -0.577
Cl  -3.288  0.206  -0.022
H  0.649  -2.164  0.355
H  2.494  0.735  -0.351
H  -0.756  0.870  1.307
H  -0.896  -0.918  1.167
H  -1.492  -0.650  -1.284
H  -1.405  1.127  -1.115

* HOMO-LUMO gap: 8.70 eV
* SMILES string: O=CN(C=S)CCCl
* HOMO energy: -9.127 eV



*x*
Here is 2 unconnected molecules or ions with the total composition C4H6ClNOS from OMol25. Energies are from the ωB97M-V functional and the def2-TZVPD basis.

Geometry (Å):
C  0.838  0.938  -1.302
C  -1.996  -0.244  -0.403
C  -0.722  -0.763  0.203
C  0.866  0.672  0.072
N  0.948  1.086  -2.432
O  1.775  -0.621  2.184
S  2.159  -0.425  0.805
Cl  3.855  0.882  0.883
H  -1.871  -0.161  -1.419
H  -2.667  -1.058  -0.053
H  -2.552  0.651  -0.095
H  -0.358  -1.448  -0.411
H  -0.785  -1.000  1.240
H  0.510  1.490  0.730

* HOMO-LUMO gap: 9.81 eV
* HOMO energy: -10.230 eV



The calculated energies rank the structures as follows, beginning with the most stable: *w*, *x*.



*w*
Here is a molecular structure, BrO3S from OMol25. Energies are from the ωB97M-V functional and the def2-TZVPD basis.

Geometry (Å):
O  0.717  -2.012  -0.531
O  -1.066  0.336  -1.114
O  1.206  1.027  -0.043
S  0.074  0.155  -0.193
Br  -0.932  0.495  1.881

* HOMO-LUMO gap (alpha / beta): 7.97 / 7.99 eV
* net charge: -1
* HOMO energy (alpha / beta): -5.416 / -5.413 eV



*x*
Here is a gas-phase ion, BrO3S (charge -1) from OMol25. Energies are from the ωB97M-V functional and the def2-TZVPD basis.

Geometry (Å):
O  0.664  -0.764  1.192
S  0.329  0.004  0.016
O  0.528  -0.651  -1.257
O  0.612  1.419  0.060
Br  -2.133  -0.009  -0.011

* HOMO-LUMO gap: 9.33 eV
* net charge: -1
* SMILES string: O=S(=O)([O-])Br
* HOMO energy: -5.636 eV



The calculated energies rank the structures as follows, beginning with the most stable: *x*, *w*.



*w*
Here is a molecular structure, C3H4P2 from OMol25. Energies are from the ωB97M-V functional and the def2-TZVPD basis.

Geometry (Å):
C  1.181  -0.320  -0.030
C  -0.393  -0.232  1.128
C  -0.204  0.128  -0.330
P  0.276  -1.360  -1.302
P  -0.646  1.486  0.822
H  2.000  0.259  -0.115
H  -0.861  -1.070  1.475
H  0.642  -0.451  -2.245
H  -1.995  1.560  0.596

* HOMO-LUMO gap: 9.02 eV
* HOMO energy: -8.452 eV



*x*
Here is 2 unconnected molecules or ions with the total composition C3H4P2 from OMol25. Energies are from the ωB97M-V functional and the def2-TZVPD basis.

Geometry (Å):
C  0.924  0.107  0.700
C  0.560  -1.020  -0.235
C  -0.499  0.130  0.301
P  0.605  1.514  -0.331
P  -1.148  -1.457  0.249
H  1.316  0.246  1.692
H  1.025  -1.046  -1.256
H  0.210  2.532  0.610
H  -2.994  -1.006  -1.729

* HOMO-LUMO gap (alpha / beta): 7.16 / 8.34 eV
* HOMO energy (alpha / beta): -7.587 / -9.179 eV



*y*
Here is a single C3H4P2 molecule from OMol25. Energies are from the ωB97M-V functional and the def2-TZVPD basis.

Geometry (Å):
C  0.193  0.939  0.922
C  -0.979  0.692  0.299
P  -1.001  -0.247  -1.387
P  1.100  -0.372  -1.954
C  0.432  -1.337  -0.816
H  0.294  1.175  1.992
H  1.136  0.629  0.444
H  -1.924  0.797  0.840
H  0.749  -2.275  -0.340

* HOMO-LUMO gap: 8.65 eV
* SMILES string: C=CP1#P=C1
* HOMO energy: -8.670 eV



*z*
Here is 2 unconnected molecules or ions with the total composition C3H4P2 from OMol25. Energies are from the ωB97M-V functional and the def2-TZVPD basis.

Geometry (Å):
C  -0.213  1.194  -0.874
C  -0.217  -1.230  0.682
C  -0.175  -0.050  -0.170
P  1.211  1.031  0.524
P  1.352  -1.024  -0.387
H  0.152  1.390  -1.904
H  -1.066  1.755  -0.627
H  -0.013  -0.998  2.158
H  -1.032  -2.067  0.598

* HOMO-LUMO gap: 8.20 eV
* HOMO energy: -7.933 eV



The calculated energies rank the structures as follows, beginning with the most stable: *y*, *z*, *w*, *x*.



*w*
Here is 2 unconnected molecules or ions with the total composition C7H15N2S from OMol25. Energies are from the ωB97M-V functional and the def2-TZVPD basis.

Geometry (Å):
C  -2.072  1.350  -1.003
C  -2.451  -0.477  0.683
C  -1.144  -0.142  0.213
C  -2.969  -1.870  0.390
C  1.619  1.706  0.038
C  2.376  -0.226  -1.358
C  2.233  -0.297  1.142
N  -0.930  0.736  -0.692
N  1.829  0.340  -0.033
S  -3.540  0.866  -0.273
H  -1.941  2.008  -1.844
H  -2.607  -0.406  1.781
H  -0.336  -0.824  0.412
H  -2.196  -2.670  0.568
H  -3.233  -1.850  -0.686
H  -3.869  -2.183  1.029
H  2.451  2.266  -0.412
H  0.704  1.946  -0.526
H  1.504  2.099  1.083
H  1.587  -0.650  -2.016
H  2.887  0.485  -1.961
H  3.038  -0.912  -0.946
H  2.409  -1.404  0.975
H  3.104  0.171  1.551
H  1.550  -0.061  1.886

* HOMO-LUMO gap: 4.47 eV
* net charge: +1
* HOMO energy: -10.852 eV



*x*
Here is a gas-phase ion, C7H15N2S (charge +1) from OMol25. Energies are from the ωB97M-V functional and the def2-TZVPD basis.

Geometry (Å):
C  -0.086  0.322  2.959
C  -0.199  -0.019  1.539
C  -1.248  -0.242  0.769
N  -0.990  -0.543  -0.635
C  -2.183  -0.861  -1.424
C  -0.166  0.538  -1.247
N  1.069  0.737  -0.515
C  2.200  1.107  -1.347
C  1.293  -0.095  0.573
S  1.506  -1.941  0.130
H  0.687  -0.267  3.444
H  -1.032  0.155  3.468
H  0.196  1.370  3.067
H  -2.274  -0.242  1.097
H  -0.320  -1.375  -0.603
H  -2.786  0.034  -1.574
H  -1.887  -1.253  -2.395
H  -2.777  -1.611  -0.908
H  -0.751  1.469  -1.242
H  0.046  0.258  -2.289
H  2.429  0.347  -2.102
H  1.970  2.046  -1.847
H  3.069  1.264  -0.716
H  2.143  0.200  1.175
H  1.267  -2.410  1.350

* HOMO-LUMO gap: 10.02 eV
* net charge: +1
* SMILES string: CC1=C[N@@H+](C)CN(C)[C@@H]1S
* HOMO energy: -12.690 eV



The calculated energies rank the structures as follows, beginning with the most stable: *x*, *w*.